1.
79
Properties=species:S:1:pos:R:3 method="wB97M-V/def2-TZVPD" total_charge=+2 e_homo_ev="-10.998 / -13.356" spin_multiplicity=5
P 0.459 -3.228 -0.947
P 0.203 3.917 -1.403
C -0.459 -1.985 -2.069
C 0.008 -0.525 -2.176
H -1.509 -1.989 -1.731
H -0.410 -2.428 -3.098
H 1.123 -0.482 -2.271
H -0.318 0.145 -1.342
C -1.289 4.861 -1.775
H -1.251 5.842 -1.288
H -2.164 4.293 -1.418
H -1.377 4.970 -2.867
C 1.727 4.716 -1.922
H 1.493 5.416 -2.737
H 2.366 3.911 -2.330
H 2.240 5.211 -1.091
C -0.628 -4.652 -0.878
H -0.435 -5.198 0.044
H -0.402 -5.295 -1.727
H -1.671 -4.340 -0.924
C 1.833 -3.616 -2.019
H 2.222 -2.723 -2.520
H 1.490 -4.319 -2.782
H 2.621 -4.092 -1.434
Ru -0.545 0.444 -3.989
C 0.270 2.041 -4.815
C -1.181 2.040 -4.935
C -1.717 1.557 -6.256
C -1.488 0.023 -6.559
C -0.830 -0.757 -5.469
C 0.591 -0.605 -5.191
C 1.431 0.214 -6.143
C 1.087 1.716 -6.068
C 0.943 -2.601 0.638
H 0.769 2.709 -4.101
H -1.785 2.758 -4.364
H -1.275 2.187 -7.053
H -2.807 1.729 -6.284
H -2.491 -0.433 -6.671
H -0.949 -0.092 -7.514
H -1.202 -1.742 -5.233
H 1.074 -1.455 -4.718
H 1.309 -0.152 -7.179
H 2.485 0.092 -5.849
H 2.032 2.284 -6.011
H 0.546 2.049 -6.981
H 1.527 -1.675 0.555
H 1.584 -3.341 1.132
H 0.067 -2.390 1.262
O 0.242 3.857 0.251
C -0.083 2.762 0.960
N -0.161 2.885 2.284
C -0.515 1.621 2.888
C -0.736 0.787 1.598
O -1.169 -0.370 1.554
N -0.393 1.565 0.493
C 0.692 1.183 3.732
C 1.255 -0.093 3.637
C 2.403 -0.410 4.377
C 2.982 0.533 5.227
C 2.411 1.810 5.333
C 1.259 2.123 4.605
C -1.794 1.803 3.693
C -1.961 1.270 4.979
C -3.062 1.659 5.748
C -3.999 2.558 5.240
C -3.864 3.034 3.936
C -2.779 2.633 3.148
H 0.164 3.724 2.751
H 0.780 -0.829 2.984
H 2.839 -1.407 4.268
H 3.870 0.286 5.805
H 2.856 2.571 5.974
H 0.811 3.117 4.723
H -1.219 0.562 5.370
H -3.168 1.257 6.761
H -4.838 2.892 5.863
H -4.589 3.733 3.507
H -2.693 2.984 2.115



2.
42
Properties=species:S:1:pos:R:3 method="wB97M-V/def2-TZVPD" relative_energy_kcal_mol=33.71 e_homo_ev=-10.032 smiles=OCCO.OCCO.OCCO.O.O.O.O
O 29.389 9.347 -10.636
H 29.717 8.438 -10.606
H 29.143 9.507 -11.568
O 28.136 11.383 -8.953
H 28.396 12.015 -9.645
H 28.534 10.528 -9.235
O 26.243 10.496 -11.726
H 26.959 11.147 -11.592
H 25.510 11.010 -12.098
O 29.039 12.840 -11.387
H 29.199 13.752 -11.675
H 29.131 12.309 -12.201
C 27.865 16.780 -8.709
C 28.867 16.115 -9.629
O 29.431 17.044 -10.588
O 26.640 16.999 -9.370
H 28.198 17.745 -8.346
H 27.694 16.101 -7.855
H 28.303 15.373 -10.214
H 29.699 15.680 -9.093
H 28.698 17.602 -10.890
H 26.238 16.140 -9.545
C 29.862 15.167 -14.759
C 29.066 16.405 -15.179
O 29.541 17.662 -14.704
O 29.741 14.833 -13.374
H 30.923 15.292 -15.025
H 29.498 14.309 -15.332
H 28.037 16.257 -14.820
H 29.052 16.407 -16.268
H 30.048 17.527 -13.903
H 30.229 15.484 -12.848
C 29.020 9.034 -14.214
C 29.399 9.316 -15.643
O 28.193 9.594 -16.394
O 28.582 10.235 -13.496
H 29.898 8.641 -13.681
H 28.249 8.255 -14.152
H 29.873 8.404 -16.046
H 30.125 10.137 -15.686
H 28.379 9.500 -17.331
H 27.615 10.320 -13.509



3.
85
Properties=species:S:1:pos:R:3 method="wB97M-V/def2-TZVPD" e_homo_ev=-9.220 smiles="CCC[C@H](CNC)OC=O.c1ccccc1.c1ccccc1.c1ccccc1.c1ccccc1.c1ccccc1"
C -1.567 0.250 1.266
C -0.517 -0.759 1.707
C 0.214 -1.493 0.583
C 1.537 -0.838 0.170
C 1.254 0.289 -0.779
N 2.412 1.157 -1.045
C 2.846 1.827 0.186
O 2.260 -1.834 -0.609
C 3.320 -2.321 0.003
O 3.395 -2.516 1.161
H -2.262 -0.168 0.557
H -1.155 1.187 0.924
H -2.161 0.490 2.139
H -1.049 -1.514 2.272
H 0.178 -0.310 2.407
H 0.501 -2.458 0.969
H -0.374 -1.598 -0.320
H 2.090 -0.539 1.046
H 0.436 0.916 -0.430
H 0.914 -0.169 -1.698
H 2.055 1.901 -1.631
H 3.282 2.789 -0.045
H 2.012 2.021 0.862
H 3.577 1.233 0.710
H 4.165 -2.523 -0.659
C 2.352 -5.855 1.003
C 1.900 -7.145 0.764
C 0.853 -7.664 1.513
C 0.253 -6.890 2.496
C 0.704 -5.598 2.732
C 1.756 -5.081 1.988
H 3.172 -5.451 0.421
H 2.365 -7.748 -0.006
H 0.505 -8.673 1.331
H -0.566 -7.293 3.078
H 0.235 -4.993 3.498
H 2.111 -4.078 2.174
C -7.047 1.213 2.773
C -7.219 0.853 1.443
C -6.448 -0.160 0.892
C -5.509 -0.820 1.674
C -5.338 -0.462 3.004
C -6.105 0.556 3.552
H -7.647 2.005 3.201
H -7.955 1.364 0.836
H -6.578 -0.437 -0.146
H -4.909 -1.613 1.245
H -4.606 -0.978 3.613
H -5.968 0.838 4.589
C -1.164 1.547 -3.674
C -1.363 1.575 -5.047
C -2.444 0.906 -5.604
C -3.330 0.216 -4.788
C -3.133 0.191 -3.415
C -2.048 0.854 -2.858
H -0.319 2.067 -3.240
H -0.675 2.118 -5.682
H -2.596 0.922 -6.676
H -4.175 -0.302 -5.223
H -3.824 -0.346 -2.778
H -1.891 0.830 -1.786
C 2.324 3.844 -4.519
C 3.133 4.110 -5.614
C 2.860 5.199 -6.430
C 1.782 6.027 -6.146
C 0.974 5.763 -5.050
C 1.243 4.670 -4.238
H 2.536 2.992 -3.885
H 3.977 3.468 -5.832
H 3.488 5.404 -7.287
H 1.572 6.878 -6.781
H 0.134 6.408 -4.828
H 0.609 4.461 -3.385
C 3.942 1.287 4.036
C 3.497 -0.008 3.809
C 2.446 -0.522 4.555
C 1.834 0.262 5.523
C 2.277 1.558 5.748
C 3.334 2.070 5.007
H 4.764 1.687 3.455
H 3.968 -0.620 3.049
H 2.103 -1.535 4.380
H 1.011 -0.137 6.103
H 1.799 2.170 6.503
H 3.682 3.079 5.186



4.
106
Properties=species:S:1:pos:R:3 method="wB97M-V/def2-TZVPD" total_charge=+3 relative_energy_kcal_mol=99.50 e_homo_ev="-15.302 / -15.541" spin_multiplicity=2
Ti 0.013 -0.071 -0.627
N -1.799 -5.427 8.473
C -1.507 -4.710 7.623
C -1.144 -3.807 6.550
C -0.062 -2.945 6.700
C 0.280 -2.082 5.672
C -0.474 -2.088 4.513
C -1.555 -2.934 4.347
C -1.886 -3.804 5.373
N -0.116 -1.169 3.447
C 0.405 0.106 3.608
C 0.548 0.616 2.373
N 0.117 -0.325 1.432
C -0.269 -1.387 2.147
H 0.512 -2.956 7.617
H 1.144 -1.438 5.775
H -2.160 -2.907 3.448
H -2.730 -4.473 5.271
H 0.614 0.526 4.577
H 0.988 1.555 2.093
H -0.562 -2.345 1.749
C 3.581 3.187 -2.588
Ge 3.869 2.293 -0.890
C 3.223 3.380 0.589
C 5.703 1.739 -0.704
Ge 2.715 0.117 -0.831
C 3.419 -0.931 -2.307
C 3.474 -0.383 -3.597
C 4.109 -1.057 -4.629
C 4.697 -2.295 -4.389
C 4.664 -2.847 -3.114
C 4.024 -2.175 -2.079
C 3.103 -0.854 0.810
C 3.806 -0.168 1.805
C 4.191 -0.810 2.977
C 3.853 -2.140 3.181
C 3.135 -2.834 2.208
C 2.761 -2.195 1.034
H 3.439 4.257 -2.415
H 2.738 2.785 -3.148
H 4.470 3.063 -3.207
H 2.564 4.176 0.234
H 4.067 3.855 1.094
H 2.693 2.781 1.330
H 6.316 2.639 -0.622
H 6.010 1.184 -1.592
H 5.863 1.119 0.176
H 3.033 0.584 -3.806
H 4.152 -0.617 -5.617
H 5.187 -2.826 -5.195
H 5.145 -3.797 -2.921
H 4.032 -2.614 -1.094
H 4.080 0.873 1.673
H 4.761 -0.273 3.725
H 4.158 -2.643 4.090
H 2.888 -3.877 2.360
H 2.221 -2.764 0.285
S 0.498 1.104 -2.839
C 0.212 2.363 -1.771
N 0.279 3.690 -2.063
C -0.076 4.643 -1.187
C -0.538 4.288 0.046
C -0.568 2.930 0.345
N -0.143 2.006 -0.515
H 0.585 3.944 -2.997
H 0.013 5.668 -1.528
H -0.868 5.026 0.760
H -0.931 2.574 1.301
C -2.544 3.054 -3.689
Ge -3.280 1.261 -3.492
C -2.598 0.112 -4.887
C -5.194 1.329 -3.296
Ge -2.509 0.266 -1.374
C -3.136 1.260 0.188
C -3.489 2.600 -0.022
C -3.922 3.410 1.024
C -3.981 2.894 2.313
C -3.644 1.562 2.542
C -3.233 0.752 1.488
C -3.165 -1.566 -1.183
C -4.002 -2.069 -2.183
C -4.606 -3.315 -2.051
C -4.361 -4.094 -0.932
C -3.504 -3.631 0.059
C -2.917 -2.379 -0.070
H -3.306 3.697 -4.135
H -1.687 3.033 -4.366
H -2.260 3.504 -2.739
H -2.758 0.591 -5.856
H -3.096 -0.856 -4.901
H -1.527 -0.040 -4.756
H -5.597 1.895 -4.140
H -5.464 1.843 -2.374
H -5.645 0.338 -3.295
H -3.465 3.017 -1.023
H -4.230 4.431 0.832
H -4.316 3.517 3.132
H -3.726 1.150 3.540
H -3.033 -0.293 1.688
H -4.226 -1.481 -3.063
H -5.270 -3.676 -2.827
H -4.838 -5.061 -0.829
H -3.314 -4.239 0.935
H -2.283 -2.025 0.730
I 0.357 -2.467 -2.306
I -1.196 -4.425 -3.220